This record from the Open Molecules 2025 dataset describes a structure of composition C29H48IrNOP2 at a distorted geometry. The level of theory is the ωB97M-V functional and the def2-TZVPD basis.

## Properties
charge: +2
energy relative to the best compared isomer or geometry (same formula, charge and spin): 230.91 kJ/mol
gap between HOMO and LUMO (alpha / beta): 5.647 / 3.338 eV
spin multiplicity: 7
E_HOMO (alpha / beta): -10.99 / -13.10 eV
LUMO level (alpha / beta): -0.196 / -0.359 hartree

Last column: Mulliken spin population.
Element x y z (Å)
Ir: 0.294 2.399 -3.348  1.55
C: 0.585 0.759 -0.684  0.34
C: 1.698 1.485 -1.132  0.25
C: -0.222 2.830 -1.347  0.43
C: -0.596 1.525 -0.848  0.15
C: 1.244 2.795 -1.551  -0.11
C: 0.676 -0.548 0.030  0.03
H: 1.723 -0.885 0.100  0.00
H: 0.092 -1.327 -0.489  0.06
H: 0.250 -0.466 1.047  0.02
C: -1.976 1.094 -0.521  -0.02
H: -2.037 0.511 0.412  0.01
H: -2.394 0.454 -1.317  0.02
H: -2.620 1.979 -0.445  0.00
C: -1.003 4.090 -1.291  -0.03
H: -0.472 4.836 -0.694  0.01
H: -1.988 3.918 -0.844  0.00
H: -1.106 4.470 -2.314  0.02
C: 2.083 4.010 -1.679  0.04
H: 3.139 3.729 -1.603  0.00
H: 1.849 4.759 -0.906  0.00
H: 1.889 4.428 -2.680  0.00
C: 3.114 1.072 -1.086  -0.01
H: 3.561 1.165 -0.082  0.02
H: 3.719 1.679 -1.771  0.00
H: 3.225 0.016 -1.385  0.00
C: -1.180 -4.183 -0.658  0.22
C: 0.072 -4.548 -0.951  0.35
C: 0.497 -5.050 -2.303  0.18
C: 0.765 -3.938 -3.372  0.00
C: 0.273 -2.594 -2.934  0.71
C: -1.112 -2.377 -2.809  0.45
C: -2.054 -3.497 -3.045  -0.10
C: -2.330 -4.138 -1.634  0.16
H: -0.269 -5.755 -2.679  0.01
H: 0.307 -4.238 -4.340  0.00
H: 1.441 -5.613 -2.223  0.00
H: -2.787 -5.139 -1.795  0.06
H: -1.466 -3.924 0.360  0.05
H: 0.853 -4.510 -0.197  -0.02
H: -3.109 -3.505 -1.159  0.00
H: -3.016 -3.179 -3.501  0.00
H: -1.478 -1.639 -2.071  0.02
H: -1.642 -4.259 -3.725  0.00
H: 1.852 -3.878 -3.587  -0.01
H: 0.975 -2.022 -2.326  0.14
P: -0.262 -0.751 -4.151  0.32
P: 0.609 2.742 -5.327  0.07
C: 1.290 0.061 -4.779  0.41
C: 0.971 1.029 -5.953  0.02
H: 1.923 -0.773 -5.123  0.02
H: 1.773 0.582 -3.922  -0.12
H: 1.832 1.110 -6.627  0.01
H: 0.095 0.702 -6.522  0.00
C: -0.778 3.556 -6.172  0.01
H: -1.444 3.909 -5.378  0.01
H: -1.291 2.825 -6.803  0.00
H: -0.416 4.407 -6.756  0.00
C: 2.154 3.670 -5.717  0.03
H: 1.898 4.637 -6.162  0.00
H: 2.751 3.066 -6.405  0.00
H: 2.710 3.830 -4.788  0.00
C: -1.910 0.051 -4.247  0.21
H: -2.708 -0.699 -4.187  -0.01
H: -2.047 0.585 -5.195  0.01
H: -2.050 0.764 -3.431  -0.02
C: -0.460 -1.867 -5.666  0.01
H: 0.493 -2.386 -5.843  -0.02
H: -0.671 -1.252 -6.550  0.00
H: -1.247 -2.635 -5.577  0.00
O: -1.965 -1.272 1.849  0.04
N: -3.084 -1.931 1.984  0.01
C: -4.203 -1.555 1.282  0.00
C: -5.368 -2.298 1.387  0.00
C: -5.406 -3.428 2.198  0.00
C: -4.272 -3.774 2.930  0.00
C: -3.115 -3.029 2.808  0.00
H: -4.108 -0.672 0.650  0.00
H: -6.228 -1.966 0.806  0.00
H: -6.319 -4.027 2.275  0.00
H: -4.247 -4.637 3.597  0.00
H: -2.197 -3.244 3.354  0.00

=====

This record from the Open Molecules 2025 dataset describes a structure of composition C29H49BrClN6O5W at a distorted geometry. The level of theory is the ωB97M-V functional and the def2-TZVPD basis.

## Properties
charge: +1
energy relative to the best compared isomer or geometry (same formula, charge and spin): 83.72 kJ/mol
gap between HOMO and LUMO (alpha / beta): 4.753 / 7.137 eV
spin multiplicity: 3
E_HOMO (alpha / beta): -7.80 / -10.48 eV
LUMO level (alpha / beta): -0.112 / -0.123 hartree

Last column: Mulliken spin population.
Element x y z (Å)
W: 0.195 0.773 0.181  0.68
C: -0.534 -0.223 -2.984  0.02
N: 0.762 0.078 -2.348  0.02
C: 1.549 -1.162 -2.452  0.01
C: 1.448 1.114 -3.137  -0.01
C: 0.831 2.481 -2.939  0.02
N: 1.010 2.955 -1.568  0.07
C: 0.140 4.119 -1.390  0.01
C: 2.397 3.394 -1.371  0.00
H: -0.402 -0.369 -4.062  0.00
H: -1.248 0.579 -2.815  -0.01
H: -0.928 -1.139 -2.562  -0.01
H: 1.515 -1.544 -3.479  0.00
H: 1.141 -1.904 -1.774  0.00
H: 2.586 -0.982 -2.194  0.00
H: 1.409 0.860 -4.203  0.00
H: 2.497 1.134 -2.843  -0.01
H: -0.240 2.432 -3.142  0.00
H: 1.275 3.189 -3.653  0.00
H: 0.389 4.909 -2.110  0.01
H: 0.245 4.522 -0.385  0.00
H: -0.894 3.817 -1.539  0.00
H: 2.705 4.093 -2.159  0.00
H: 3.065 2.539 -1.369  0.00
H: 2.489 3.904 -0.413  0.00
C: 5.237 1.563 -0.411  0.00
O: 4.986 0.311 0.231  0.00
C: 3.768 -0.228 0.128  0.00
O: 2.790 0.397 -0.279  0.08
N: 3.839 -1.516 0.511  0.01
N: 2.705 -2.298 0.666  0.00
H: 6.311 1.704 -0.356  0.00
H: 4.740 2.383 0.106  0.00
H: 4.922 1.529 -1.453  0.00
H: 4.717 -1.800 0.919  0.00
H: 2.404 -2.300 1.631  -0.01
H: 2.909 -3.240 0.362  0.00
C: -3.063 3.295 0.309  -0.01
C: -2.754 1.858 -0.156  0.01
C: -3.395 1.689 -1.544  -0.01
C: -3.401 0.896 0.865  0.00
N: -1.342 1.563 -0.239  -0.06
H: -4.133 3.458 0.193  0.00
H: -2.540 4.046 -0.285  0.00
H: -2.826 3.442 1.363  0.00
H: -4.476 1.792 -1.454  0.00
H: -3.174 0.713 -1.969  0.00
H: -3.032 2.465 -2.223  0.00
H: -4.488 0.976 0.826  0.00
H: -3.063 1.146 1.869  0.00
H: -3.110 -0.133 0.665  0.00
Cl: -1.116 -0.908 4.766  0.00
C: 0.496 -0.574 4.104  0.00
C: 0.431 -0.148 2.654  0.02
O: -0.605 0.389 2.182  -0.01
O: 1.435 -0.293 1.914  -0.01
H: 1.111 -1.462 4.209  0.00
H: 0.936 0.238 4.682  0.00
C: -3.807 -6.894 -0.278  -0.01
C: -2.972 -5.663 -0.075  0.16
C: -3.157 -4.523 -0.842  -0.09
C: -2.410 -3.368 -0.669  0.16
C: -2.795 -2.186 -1.520  0.01
C: -1.393 -3.326 0.329  -0.07
C: -0.558 -2.224 0.643  0.56
O: -0.324 -1.108 -0.043  0.13
C: -1.213 -4.500 1.131  0.09
C: -0.172 -4.554 2.220  0.03
C: -1.988 -5.617 0.915  -0.08
H: -4.429 -6.801 -1.167  0.00
H: -4.461 -7.064 0.580  0.01
H: -3.177 -7.779 -0.386  0.01
H: -3.934 -4.519 -1.601  0.00
H: -3.853 -1.957 -1.365  0.01
H: -2.675 -2.420 -2.581  0.01
H: -2.217 -1.305 -1.278  -0.01
H: -0.016 -2.310 1.580  0.13
H: -0.401 -3.847 3.024  0.01
H: 0.823 -4.324 1.830  0.00
H: -0.139 -5.550 2.656  0.00
H: -1.826 -6.492 1.537  0.00
Br: 4.443 3.257 3.342  0.00
C: 2.636 3.313 2.770  -0.02
C: 1.761 4.248 3.295  0.04
C: 0.463 4.193 2.802  -0.02
C: 0.119 3.272 1.847  0.04
N: 0.981 2.370 1.305  0.02
C: 2.234 2.411 1.814  0.04
H: 2.073 4.964 4.041  0.00
H: -0.282 4.882 3.174  0.00
H: -0.883 3.211 1.463  0.00
H: 2.931 1.687 1.433  0.02

=====

This record from the Open Molecules 2025 dataset describes a cluster of 3 separate species, C29H49F2N5O5P2 in total at a distorted geometry. The level of theory is the ωB97M-V functional and the def2-TZVPD basis.

## Properties
gap between HOMO and LUMO: 6.643 eV
spin multiplicity: 1
E_HOMO: -8.12 eV
LUMO level: -0.054 hartree
SMILES: CCCCCc1ccc2c(c1[PH2]=N)C(=O)C(P(N)O)=C(N(C(=O)F)C(=O)F)C2=O.CCN(CC)CC.CCN(CC)CC

Last column: Löwdin charge in e.
Element x y z (Å)
C: 2.906 0.158 1.518  -0.10
C: 2.880 1.618 2.021  -0.24
C: 1.459 2.182 2.303  -0.21
C: 0.343 1.626 1.400  -0.20
C: 0.475 2.172 -0.046  -0.15
C: 0.640 1.117 -1.133  -0.19
C: 0.099 -0.141 -0.955  -0.02
C: 0.232 -1.171 -1.853  0.02
C: 0.942 -0.919 -3.000  -0.09
C: 1.478 0.338 -3.231  -0.09
C: 1.338 1.394 -2.323  -0.20
P: 2.066 3.044 -2.721  0.79
N: 1.395 4.254 -1.953  -0.32
C: 2.256 0.452 -4.540  -0.32
O: 2.196 1.386 -5.294  0.08
C: 3.106 -0.788 -4.843  -0.19
P: 4.812 -0.437 -5.476  0.89
N: 4.585 0.754 -6.736  -0.17
O: 5.446 -1.763 -6.254  -0.30
C: 2.591 -1.985 -4.592  -0.14
N: 3.380 -3.175 -4.807  0.12
C: 2.621 -4.398 -4.731  -0.46
O: 2.510 -4.999 -3.702  0.20
F: 2.014 -4.855 -5.812  0.18
C: 4.373 -3.284 -3.768  -0.50
O: 4.462 -2.588 -2.807  0.20
F: 5.231 -4.286 -3.939  0.17
C: 1.187 -2.006 -4.029  -0.25
O: 0.319 -2.760 -4.388  0.16
H: 3.913 -0.268 1.562  0.07
H: 2.545 0.140 0.483  0.06
H: 2.246 -0.442 2.160  0.07
H: 3.443 1.641 2.965  0.10
H: 3.417 2.259 1.310  0.10
H: 1.513 3.265 2.105  0.11
H: 1.243 2.096 3.375  0.11
H: -0.616 1.979 1.810  0.10
H: 0.324 0.536 1.481  0.08
H: -0.323 2.877 -0.303  0.10
H: 1.389 2.773 -0.063  0.08
H: -0.438 -0.363 -0.036  0.11
H: -0.193 -2.154 -1.670  0.13
H: 1.875 3.290 -4.096  0.02
H: 3.461 2.976 -2.475  0.02
H: 2.097 4.742 -1.406  -0.04
H: 5.200 0.487 -7.505  0.03
H: 3.645 0.584 -7.098  0.02
H: 4.754 -2.221 -6.755  0.05
C: -2.005 -2.112 3.558  -0.09
C: -1.177 -2.887 2.542  -0.28
N: 0.135 -3.265 3.029  -0.20
C: 1.020 -3.744 1.979  -0.25
C: 0.643 -5.040 1.254  -0.08
C: 0.159 -4.025 4.268  -0.25
C: -0.609 -5.351 4.312  -0.08
H: -1.462 -1.235 3.917  0.08
H: -2.931 -1.768 3.095  0.07
H: -2.279 -2.727 4.416  0.07
H: -1.049 -2.241 1.667  0.10
H: -1.761 -3.755 2.201  0.10
H: 2.030 -3.851 2.386  0.11
H: 1.103 -2.948 1.230  0.10
H: 0.827 -5.919 1.870  0.06
H: 1.257 -5.148 0.357  0.07
H: -0.401 -5.049 0.935  0.07
H: -0.228 -3.385 5.066  0.10
H: 1.199 -4.208 4.551  0.11
H: -1.602 -5.274 3.867  0.07
H: -0.744 -5.660 5.351  0.07
H: -0.067 -6.153 3.812  0.05
C: -6.175 5.420 2.112  -0.09
C: -5.340 4.649 1.100  -0.28
N: -4.014 4.311 1.580  -0.20
C: -3.127 3.833 0.531  -0.25
C: -3.486 2.514 -0.161  -0.08
C: -3.959 3.573 2.830  -0.25
C: -4.693 2.228 2.907  -0.08
H: -5.650 6.316 2.449  0.08
H: -7.114 5.734 1.654  0.07
H: -6.425 4.814 2.984  0.06
H: -5.237 5.281 0.213  0.12
H: -5.906 3.760 0.780  0.10
H: -2.112 3.756 0.933  0.09
H: -3.066 4.612 -0.236  0.11
H: -3.279 1.653 0.474  0.05
H: -2.878 2.397 -1.062  0.07
H: -4.531 2.477 -0.470  0.07
H: -4.354 4.217 3.621  0.10
H: -2.912 3.421 3.106  0.11
H: -5.692 2.274 2.471  0.07
H: -4.810 1.935 3.952  0.07
H: -4.136 1.431 2.414  0.05

=====

This record from the Open Molecules 2025 dataset describes a cluster of 3 separate species, C29H49N4O5 in total at a distorted geometry. The level of theory is the ωB97M-V functional and the def2-TZVPD basis.

## Properties
charge: -1
gap between HOMO and LUMO (alpha / beta): 6.251 / 6.008 eV
spin multiplicity: 3
E_HOMO (alpha / beta): -4.13 / -4.13 eV
LUMO level (alpha / beta): 0.078 / 0.069 hartree

Last column: Mulliken spin population.
Element x y z (Å)
N: 2.933 -3.696 0.015  0.00
C: 3.940 -2.808 0.615  0.00
C: 4.261 -1.590 -0.250  0.00
C: 3.465 -0.307 0.024  0.00
C: 2.032 -0.374 -0.478  0.00
O: 1.851 -0.461 -1.657  0.00
N: 0.898 -0.327 0.395  0.00
C: 0.243 -1.629 0.387  0.00
C: 0.391 -2.503 1.446  0.00
C: -0.247 -3.740 1.375  0.00
C: -1.010 -4.088 0.270  0.00
C: -1.147 -3.202 -0.800  0.00
C: -0.523 -1.967 -0.728  -0.01
C: 5.239 -3.644 0.761  0.00
O: 5.803 -3.952 -0.313  0.00
O: 5.587 -3.925 1.922  0.00
H: 3.434 -4.460 -0.417  0.00
H: 2.398 -3.222 -0.701  0.00
H: 3.671 -2.519 1.631  0.00
H: 5.299 -1.329 -0.062  0.00
H: 4.179 -1.858 -1.295  0.00
H: 3.556 0.028 1.056  0.00
H: 3.912 0.479 -0.581  0.00
H: 1.155 -0.093 1.347  0.00
H: 1.004 -2.268 2.298  0.00
H: -0.113 -4.431 2.192  0.00
H: -1.487 -5.055 0.210  0.00
H: -1.715 -3.466 -1.676  0.00
H: -0.584 -1.239 -1.517  0.01
C: -3.497 -1.137 -7.507  0.02
C: -3.470 -1.222 -5.963  0.01
C: -4.518 -0.286 -5.357  0.03
C: -4.142 1.193 -5.456  -0.02
C: -2.751 1.439 -4.871  0.02
C: -1.676 0.539 -5.479  0.03
N: -2.115 -0.888 -5.430  0.39
O: -1.957 -1.363 -4.240  0.54
C: -1.364 0.982 -6.922  0.01
C: -0.372 0.688 -4.700  -0.03
C: -3.805 -2.664 -5.600  0.00
H: -3.817 -0.165 -7.881  0.00
H: -2.521 -1.367 -7.933  -0.01
H: -4.200 -1.863 -7.915  0.00
H: -4.657 -0.539 -4.302  0.00
H: -5.476 -0.464 -5.851  0.00
H: -4.186 1.534 -6.494  0.00
H: -4.877 1.790 -4.911  0.00
H: -2.462 2.483 -5.017  0.00
H: -2.789 1.275 -3.790  0.01
H: -0.670 0.286 -7.395  -0.01
H: -0.892 1.964 -6.905  0.00
H: -2.241 1.076 -7.558  0.00
H: -0.492 0.481 -3.639  0.01
H: -0.010 1.711 -4.800  0.00
H: 0.395 0.017 -5.089  0.00
H: -3.056 -3.350 -5.998  0.00
H: -4.771 -2.925 -6.031  0.00
H: -3.871 -2.815 -4.524  0.00
C: -1.112 3.455 5.810  0.02
C: -0.470 2.047 5.850  0.00
C: 0.225 1.811 7.192  0.02
C: 1.525 2.598 7.350  -0.02
C: 2.461 2.345 6.169  0.02
C: 1.799 2.601 4.815  0.03
N: 0.501 1.866 4.727  0.38
O: 0.694 0.610 4.518  0.57
C: 1.597 4.113 4.607  0.02
C: 2.725 2.159 3.689  -0.04
C: -1.608 1.046 5.686  0.00
H: -0.588 4.186 6.424  0.00
H: -1.170 3.835 4.791  -0.01
H: -2.133 3.416 6.191  0.00
H: 0.449 0.745 7.296  0.00
H: -0.468 2.066 7.997  0.00
H: 1.317 3.668 7.449  0.00
H: 2.019 2.301 8.277  0.00
H: 3.347 2.978 6.254  0.00
H: 2.813 1.310 6.209  0.00
H: 1.041 4.305 3.689  -0.01
H: 2.569 4.599 4.515  0.00
H: 1.086 4.611 5.427  0.00
H: 3.021 1.115 3.777  0.00
H: 3.639 2.753 3.716  0.00
H: 2.270 2.298 2.707  0.00
H: -2.104 1.174 4.722  0.00
H: -2.343 1.210 6.474  0.00
H: -1.267 0.016 5.760  0.00

=====

This record from the Open Molecules 2025 dataset describes a structure of composition C29H49N4OS2Sb2Ti at a distorted geometry. The level of theory is the ωB97M-V functional and the def2-TZVPD basis.

## Properties
charge: +2
energy relative to the best compared isomer or geometry (same formula, charge and spin): 30.95 kJ/mol
gap between HOMO and LUMO (alpha / beta): 7.051 / 6.984 eV
spin multiplicity: 2
E_HOMO (alpha / beta): -12.60 / -12.60 eV
LUMO level (alpha / beta): -0.204 / -0.206 hartree

Last column: Mulliken spin population.
Element x y z (Å)
Ti: -0.076 0.162 0.025  1.04
N: 1.441 -1.766 0.476  0.01
C: 2.211 -1.548 1.707  0.00
C: 1.287 -0.872 2.712  0.00
N: 0.845 0.403 2.140  0.01
C: 0.011 1.162 3.079  0.01
C: -1.416 0.629 2.999  0.00
N: -1.816 0.686 1.590  0.00
H: 0.968 -2.670 0.549  0.01
H: 2.089 -1.860 -0.308  0.00
H: 3.061 -0.888 1.492  0.00
H: 2.605 -2.480 2.128  0.00
H: 1.810 -0.727 3.668  0.00
H: 0.414 -1.507 2.886  0.00
H: 1.700 0.938 1.971  0.00
H: 0.019 2.217 2.788  0.00
H: 0.387 1.084 4.107  0.00
H: -2.078 1.211 3.654  0.00
H: -1.442 -0.414 3.330  0.00
H: -2.018 1.661 1.348  0.00
H: -2.700 0.188 1.466  0.00
C: -0.957 -0.817 -4.283  0.00
Sb: -0.167 -1.868 -2.560  0.00
C: 1.450 -2.739 -3.731  0.00
C: -1.519 -3.568 -2.911  0.00
C: -1.060 -4.792 -2.222  0.00
C: -0.149 -5.620 -2.875  0.00
C: 0.344 -6.764 -2.283  0.00
C: -0.073 -7.106 -1.007  0.00
C: -0.988 -6.305 -0.352  0.00
C: -1.501 -5.149 -0.937  0.00
C: -2.542 -4.382 -0.207  0.00
Sb: -1.804 -2.616 0.882  -0.05
C: -3.600 -2.470 2.105  0.00
C: -0.790 -3.922 2.307  0.00
H: -0.662 -1.354 -5.181  0.00
H: -0.592 0.206 -4.326  0.00
H: -2.041 -0.805 -4.218  0.00
H: 1.014 -3.261 -4.576  0.00
H: 2.022 -3.452 -3.143  0.00
H: 2.105 -1.963 -4.110  0.00
H: -1.504 -3.703 -3.988  0.00
H: -2.516 -3.259 -2.610  0.00
H: 0.148 -5.372 -3.884  0.00
H: 1.042 -7.392 -2.816  0.00
H: 0.291 -8.006 -0.538  0.00
H: -1.342 -6.598 0.627  0.00
H: -2.987 -5.001 0.568  0.00
H: -3.331 -4.037 -0.871  0.00
H: -3.887 -3.468 2.421  0.00
H: -4.415 -2.041 1.528  0.00
H: -3.432 -1.861 2.990  0.00
H: -1.521 -4.622 2.702  0.00
H: -0.351 -3.381 3.141  0.00
H: -0.015 -4.486 1.793  0.00
S: -3.151 2.302 -2.453  0.01
C: -3.718 0.692 -2.363  -0.01
C: -2.894 -0.132 -1.647  0.01
C: -1.739 0.509 -1.133  -0.06
C: -1.770 1.852 -1.478  0.01
C: -0.812 2.778 -0.969  0.00
C: -0.805 4.141 -1.298  0.01
C: 0.127 4.980 -0.732  0.01
C: 1.071 4.424 0.136  0.00
C: 1.021 3.075 0.409  0.03
N: 0.092 2.235 -0.095  -0.03
H: -4.643 0.434 -2.842  0.00
H: -3.136 -1.176 -1.498  0.00
H: -1.546 4.513 -1.989  0.00
H: 0.137 6.035 -0.953  0.00
H: 1.837 5.036 0.584  0.00
H: 1.774 2.650 1.067  0.00
C: 2.233 3.295 -3.445  0.00
C: 2.837 2.384 -2.397  0.00
S: 2.121 0.691 -2.537  0.00
O: 1.669 0.368 -1.121  0.00
C: 3.702 -0.247 -2.624  0.00
C: 4.378 -0.107 -3.974  0.00
H: 2.664 4.290 -3.361  0.00
H: 1.154 3.376 -3.325  0.00
H: 2.446 2.929 -4.448  0.00
H: 2.596 2.713 -1.386  0.00
H: 3.917 2.328 -2.506  0.00
H: 3.427 -1.286 -2.439  0.00
H: 4.332 0.106 -1.806  0.00
H: 3.683 -0.298 -4.791  0.00
H: 5.182 -0.838 -4.047  0.00
H: 4.812 0.879 -4.113  0.00